Version one
Molecular formula: C5H16O2
Method: DFT, ωB97M-V/def2-TZVPD

Results
SMILES: CCCCC.O.O
HOMO: -10.28 eV

Geometry as ORCA input:
```
! RIJCOSX wB97M-V def2-TZVPD def2/J DEFGRID3
* xyz 0 1
H 0.093 -1.705 -0.636
H -1.726 0.517 -2.989
O -2.568 0.004 -2.924
H 0.880 0.468 2.511
H 2.617 1.070 -1.613
H 0.346 -1.893 2.121
C 0.905 -1.388 1.327
H -2.433 0.851 -0.661
H -0.242 0.582 -1.001
H 2.084 -0.588 2.985
H 2.522 2.068 -2.648
H 1.642 -2.205 1.029
C 1.669 -0.272 2.121
O 2.105 1.835 -1.851
H -2.032 1.486 0.846
H -2.486 -0.420 -2.104
C -1.979 0.723 0.217
C -0.083 -1.059 0.230
H 2.407 0.238 1.447
C -0.450 0.391 -0.004
H -2.414 -0.178 0.669
H -1.083 -1.608 0.520
H 0.226 1.083 0.409
*
```



Version two
Molecular formula: C5H16O2
Method: DFT, ωB97M-V/def2-TZVPD

Results
SMILES: CCC(C)C.O.O
HOMO: -10.53 eV

Geometry as ORCA input:
```
! RIJCOSX wB97M-V def2-TZVPD def2/J DEFGRID3
* xyz 0 1
H -0.880 1.325 3.073
H 1.503 0.454 0.367
C 0.691 0.668 0.968
C -0.542 1.037 0.183
H -2.450 0.434 3.158
O 2.642 -1.886 -5.641
H -0.721 2.087 0.187
H -1.436 1.257 -1.715
C -1.852 1.076 2.569
C -0.540 0.601 -1.219
H -2.914 1.014 0.619
H 0.472 -0.291 1.577
H 2.450 -3.646 1.748
H 0.990 1.325 1.707
H 0.342 0.955 -1.893
H -1.905 -0.437 1.034
O 2.079 -2.822 1.444
H 2.900 -2.277 1.310
H 1.666 -1.947 -5.435
C -1.773 0.637 1.014
H -2.357 2.163 2.611
H -0.963 -0.541 -1.269
H 2.597 -1.186 -6.397
*
```



Going by the computed energies, the most stable comes first: version one, version two.



Version one
Molecular formula: C5H16NO
Method: DFT, ωB97M-V/def2-TZVPD

Results
HOMO: -13.63 eV

Geometry as ORCA input:
```
! RIJCOSX wB97M-V def2-TZVPD def2/J DEFGRID3
* xyz 1 1
H -2.021 -1.188 0.643
C 1.023 1.435 -1.219
H -1.024 -0.059 2.528
H 1.363 -0.215 1.669
C 0.944 -1.012 2.281
H -2.031 -0.074 -1.897
H -0.695 -2.185 0.490
N -1.010 -1.263 0.797
H -1.551 1.059 -0.628
O 2.346 1.125 -1.628
H 1.204 -0.912 3.331
H -1.033 -1.777 2.832
H 0.973 1.277 -0.130
H 1.337 -1.952 1.890
H 0.740 2.475 -1.391
H 2.898 1.900 -1.495
C -1.379 0.769 -1.678
C -0.580 -1.003 2.215
H -1.666 1.664 -2.225
C 0.111 0.461 -1.937
H 0.359 0.581 -2.992
H 0.304 -0.579 -1.659
H -0.612 -0.528 0.204
*
```



Version two
Molecular formula: C5H16NO
Method: DFT, ωB97M-V/def2-TZVPD

Results
HOMO: -14.94 eV

Geometry as ORCA input:
```
! RIJCOSX wB97M-V def2-TZVPD def2/J DEFGRID3
* xyz 1 1
H -0.016 -0.957 -2.906
H -0.158 0.764 -0.580
H -1.615 2.019 0.955
H -0.196 1.536 1.616
H -1.592 0.694 1.979
H 2.003 -1.567 0.434
C -0.068 -0.985 0.636
C -0.796 0.248 0.128
C 1.428 -0.836 1.001
C 2.134 0.515 0.652
H 2.220 0.579 -0.434
H -2.648 0.711 -1.002
H 0.733 0.061 -3.860
C -2.024 -0.136 -0.673
H 1.523 1.366 0.962
H 3.093 0.542 1.160
O 0.595 -0.217 -2.954
H -2.713 -0.833 -0.199
H -0.167 -1.785 -0.085
H -1.706 -0.485 -1.656
H -0.582 -1.363 1.532
H 1.643 -1.068 2.046
N -1.090 1.196 1.248
*
```



Going by the computed energies, the most stable comes first: version two, version one.



Version one
Molecular formula: C9H12N3O2
Method: DFT, ωB97M-V/def2-TZVPD

Results
SMILES: COC(=O)[C@]12C/C1=N/CC#C[C@H](N)[NH2+]2
HOMO: -13.27 eV

Geometry as ORCA input:
```
! RIJCOSX wB97M-V def2-TZVPD def2/J DEFGRID3
* xyz 1 1
H -3.054 -0.412 3.080
N 1.365 -2.442 -1.465
H 1.954 -1.014 0.787
H 2.478 0.263 -0.128
C -2.505 -0.912 2.228
H 1.872 2.206 1.522
H -3.141 -1.041 1.310
C 0.302 -0.258 -1.955
H 0.713 -2.970 -0.982
C 1.405 -1.076 -1.564
H -2.118 -1.834 2.557
C -0.525 0.605 -2.251
C -1.099 1.940 -1.946
O -0.340 -1.713 0.890
N 1.657 -0.336 0.005
O -1.382 -0.016 1.898
H -0.713 2.588 -2.871
H 2.076 -3.002 -1.841
C 0.541 0.437 0.633
C 0.854 1.859 1.369
H 0.246 2.047 2.291
N -0.499 2.451 -0.758
C 0.108 1.831 0.133
H 2.325 -0.693 -2.036
C -0.419 -0.523 1.112
H -2.102 2.014 -2.018
*
```



Version two
Molecular formula: C9H12N3O2
Method: DFT, ωB97M-V/def2-TZVPD

Results
HOMO (spin up / spin down): -13.28 / -13.28 eV

Geometry as ORCA input:
```
! RIJCOSX wB97M-V def2-TZVPD def2/J DEFGRID3
* xyz 1 1
H -2.711 1.487 0.482
H 0.169 -1.551 -0.378
C 0.332 -0.487 -0.173
H 2.848 -1.875 -0.691
N -1.944 0.203 2.174
H -0.985 2.594 0.051
H 2.042 -2.156 0.933
C 0.997 2.095 0.489
C 2.528 -1.360 0.203
N -2.972 0.903 -0.352
C -0.255 1.831 0.117
N -1.923 0.261 -0.701
H -1.160 -0.690 -2.402
H 3.454 -1.001 0.563
H -2.086 -1.852 -1.352
O -4.058 0.982 -0.924
C 1.629 -0.173 0.172
H 3.064 1.505 0.386
C -2.429 -0.808 1.786
C 2.006 1.120 0.383
O -2.863 -1.658 1.190
C -0.603 0.545 -0.176
H -1.349 0.133 2.918
H 1.503 3.017 0.929
H -3.001 -0.371 -2.281
C -2.042 -0.785 -1.770
*
```



Going by the computed energies, the most stable comes first: version two, version one.



Version one
Molecular formula: C12H21N7O3
Method: DFT, ωB97M-V/def2-TZVPD

Results
SMILES: [H]/N=C(\N)NCCC[C@H](NC(=O)[C@@H](N)Cc1c[nH]cn1)C(=O)O
HOMO: -8.68 eV

Geometry as ORCA input:
```
! RIJCOSX wB97M-V def2-TZVPD def2/J DEFGRID3
* xyz 0 1
N 3.367 2.377 0.117
C -0.906 -1.312 -1.528
N -3.741 1.612 -0.429
C 3.198 3.267 1.037
N -5.664 0.657 -1.383
H 3.248 4.349 0.779
N -3.985 -0.782 -0.813
C 0.087 -0.441 -0.636
H -4.231 2.474 -0.285
H -4.786 -1.395 -0.800
C 3.253 -0.042 -0.110
H -5.843 1.619 -1.684
O 1.664 -1.479 2.575
H -1.491 -0.615 -2.161
H -0.290 -0.766 1.327
H 4.362 -0.036 -0.398
C 3.005 1.369 2.092
C -2.922 -1.248 -0.027
C 1.676 -1.358 1.341
C 2.905 -1.344 0.497
H -2.347 -0.480 0.501
H 2.911 0.597 2.817
O -0.590 1.605 -1.566
H 0.947 -0.322 -1.352
C 3.189 1.183 0.772
H -2.430 -2.964 -1.504
H -1.555 -2.877 0.067
H 3.720 -1.539 1.255
N 2.906 -2.298 -0.580
H 2.727 -3.145 -0.101
H 2.595 3.211 3.187
H 2.733 0.080 -1.101
H -2.818 1.425 0.128
O -0.703 1.348 0.665
N 0.393 -1.053 0.676
H 3.832 -2.284 -0.938
C -0.400 0.884 -0.464
H -3.194 -1.674 0.926
H -1.178 2.313 -1.337
N 2.978 2.709 2.318
C -1.954 -2.247 -0.790
C -4.511 0.515 -0.900
H -0.154 -1.890 -2.193
*
```



Version two
Molecular formula: C12H21N7O3
Method: DFT, ωB97M-V/def2-TZVPD

Results
SMILES: [H]/N=C(/N)NCCC[C@H](NC(=O)[C@@H](N)Cc1c[nH]cn1)C(=O)O
HOMO: -8.46 eV

Geometry as ORCA input:
```
! RIJCOSX wB97M-V def2-TZVPD def2/J DEFGRID3
* xyz 0 1
H 0.915 1.826 1.592
C 2.765 1.018 0.636
N 4.814 0.270 -0.081
H 2.825 1.708 -0.243
H -6.473 -0.807 -0.669
H -1.413 0.115 1.596
O 1.229 -2.074 1.045
C 0.373 -1.522 0.457
N -3.245 -1.426 -0.212
H -5.105 1.513 -0.733
H 5.057 -2.246 -0.006
C 5.853 -0.567 -0.557
C -3.144 1.658 0.241
H 3.103 -0.792 -0.618
C -1.694 1.267 -0.181
H -1.554 -1.771 -0.198
H -2.481 3.478 0.787
H 3.702 -0.867 1.021
O -1.250 1.733 -1.198
N -5.175 -2.458 -0.254
O -0.597 -2.261 -0.149
H 6.921 1.245 -0.950
H -3.325 1.245 1.239
H 0.462 0.274 -0.774
H 7.740 -0.406 -1.050
C 1.327 0.830 1.206
N 5.898 -1.868 -0.530
H -3.336 -3.442 0.003
N -3.310 3.102 0.224
H 1.405 0.214 2.115
H 4.856 1.122 -0.665
H 3.478 1.423 1.376
C -4.234 -0.499 -0.496
C -4.088 0.976 -0.716
C 3.485 -0.228 0.199
H -5.812 -3.179 -0.318
N 6.824 0.135 -1.138
C -5.486 -1.113 -0.455
C 0.314 0.051 0.332
C -3.894 -2.571 -0.056
H -3.056 3.389 -0.774
N -1.019 0.472 0.681
H -3.654 1.034 -1.729
*
```



Going by the computed energies, the most stable comes first: version two, version one.



Version one
Molecular formula: CH2IOP
Method: DFT, ωB97M-V/def2-TZVPD

Results
SMILES: O=CPI
HOMO: -9.31 eV

Geometry as ORCA input:
```
! RIJCOSX wB97M-V def2-TZVPD def2/J DEFGRID3
* xyz 0 1
I 1.262 0.361 -2.112
O -1.253 0.377 1.647
H -1.463 0.281 -0.418
P 1.105 0.018 0.312
C -0.847 0.272 0.550
H 1.195 -1.309 0.021
*
```



Version two
Molecular formula: CH2IOP
Method: DFT, ωB97M-V/def2-TZVPD

Results
SMILES: O=CPI
HOMO: -9.37 eV

Geometry as ORCA input:
```
! RIJCOSX wB97M-V def2-TZVPD def2/J DEFGRID3
* xyz 0 1
P 0.731 -0.619 0.560
H -1.613 0.047 0.343
H 1.494 -0.036 -0.464
O -0.856 -0.588 -1.593
I 1.053 1.561 1.572
C -0.810 -0.365 -0.418
*
```



Going by the computed energies, the most stable comes first: version one, version two.